C3H5N3O | the ωB97M-V functional and the def2-TZVPD basis

Values from the calculation:
HOMO energy: -8.58 eV
multiplicity: 1
SMILES: Nc1conc1N
charge: 0
relative energy (zero: lowest compared OMol25 entry of this formula, charge and spin): 2.308 eV
max |F|: 0.5 eV/Å

Positions of all 12 atoms, in Å:
O1 -0.572 2.068 0.376
N1 0.298 -1.263 1.248
N2 -0.283 1.643 -0.904
N3 0.598 -0.313 -1.894
C1 0.038 -0.060 0.567
C2 0.113 0.395 -0.798
C3 -0.393 1.042 1.214
H1 -0.579 1.201 2.265
H2 0.967 -1.093 1.989
H3 0.239 -1.255 -1.946
H4 0.531 -2.067 0.687
H5 0.469 0.169 -2.778

Löwdin population analysis, charges in e, atoms 1 to 8: -0.05, 0.08, 0.09, 0.11, -0.26, -0.36, -0.09, 0.13